Record 1
Below is a structure of composition C9H17BaNO3 in a non-equilibrium geometry, with properties calculated with ωB97M-V/def2-TZVPD.

Values from the calculation:
E_HOMO: -17.0 eV
orbital gap: 7.9 eV
E_LUMO: -9.16 eV

```
! RIJCOSX wB97M-V def2-TZVPD def2/J DEFGRID3
* xyz 2 1
C -1.249 -3.124 -1.068
C -0.097 -2.545 -0.133
C 0.790 -1.569 -0.990
C 1.273 -0.267 -0.263
C 1.749 0.745 -1.447
C 0.161 0.467 0.620
N 0.205 0.010 2.026
C 0.404 2.023 0.830
C -0.992 2.421 1.460
O -0.972 3.816 1.457
O -1.903 1.827 0.474
C -1.346 0.588 0.099
O -2.085 -0.185 -0.589
H -2.143 -3.277 -0.438
H -1.502 -2.410 -1.887
H -0.885 -4.041 -1.559
H -0.494 -2.110 0.802
H 0.521 -3.430 0.122
H 1.716 -2.130 -1.250
H 0.331 -1.317 -1.983
H 2.165 -0.402 0.379
H 2.394 1.561 -1.082
H 0.785 1.192 -1.857
H 2.210 0.139 -2.249
H 0.746 -0.844 2.108
H 0.659 0.708 2.604
H 0.400 2.659 -0.088
H 1.310 2.291 1.398
H -1.219 2.027 2.466
H -1.503 4.068 2.224
Ba -1.427 1.107 -2.186
*
```

Results of the Löwdin charge analysis, in e, for atoms 1 through 8: C -0.081; C -0.200; C -0.180; C -0.233; C -0.053; C -0.368; N 0.115; C -0.031

Record 2
Below is a cluster of 2 separate species, C17H37BrI2NO3P2 in total in a non-equilibrium geometry, with properties calculated with ωB97M-V/def2-TZVPD.

Values from the calculation:
E_HOMO: -10.2 eV
orbital gap: 5.6 eV
E_LUMO: -4.60 eV

```
! RIJCOSX wB97M-V def2-TZVPD def2/J DEFGRID3
* xyz 1 1
C -0.690 -2.743 3.813
O -1.885 -2.280 3.231
C -2.025 -0.870 3.216
C -1.592 -0.250 1.888
C -2.475 0.950 1.527
C -1.870 2.028 0.612
C -1.459 3.287 1.364
C -0.305 3.079 2.374
C 0.968 3.837 1.989
C 1.833 3.246 0.870
P 2.916 1.833 1.266
I 2.546 0.910 3.444
C 4.662 2.405 1.143
C 5.405 2.346 2.457
O 5.251 3.143 3.339
I 6.748 0.692 2.608
P 2.810 0.350 -0.450
O 1.228 0.201 -0.686
Br 3.209 -1.456 0.683
H -0.451 -3.706 3.372
H -0.806 -2.882 4.888
H 0.139 -2.064 3.617
H -3.079 -0.659 3.376
H -1.454 -0.451 4.046
H -1.688 -1.019 1.128
H -0.547 0.048 1.934
H -2.827 1.425 2.442
H -3.352 0.545 1.030
H -2.630 2.317 -0.109
H -1.021 1.644 0.046
H -1.170 4.074 0.670
H -2.329 3.650 1.904
H -0.599 3.421 3.361
H -0.132 2.012 2.467
H 1.572 4.053 2.866
H 0.651 4.805 1.609
H 2.527 4.018 0.543
H 1.216 2.985 0.013
H 5.149 1.768 0.412
H 4.627 3.437 0.807
H 0.937 0.783 -1.402
C -1.986 -2.854 -5.525
C -1.003 -3.176 -4.409
N -0.384 -1.990 -3.844
C 0.773 -2.271 -3.021
C 0.570 -3.078 -1.733
C -1.301 -0.988 -3.332
C -2.308 -1.408 -2.253
H -1.518 -2.222 -6.280
H -2.312 -3.776 -6.006
H -2.878 -2.347 -5.155
H -0.202 -3.795 -4.820
H -1.513 -3.790 -3.651
H 1.244 -1.314 -2.772
H 1.501 -2.799 -3.646
H 0.051 -2.500 -0.966
H 1.542 -3.360 -1.320
H 0.012 -3.997 -1.905
H -1.861 -0.581 -4.177
H -0.702 -0.150 -2.959
H -2.837 -2.321 -2.527
H -3.057 -0.624 -2.127
H -1.838 -1.568 -1.282
*
```

Results of the natural (NBO) charge analysis, in e, for atoms 1 through 8: C -0.245; O -0.539; C -0.055; C -0.429; C -0.412; C -0.381; C -0.403; C -0.414

Record 3
Below is an isolated molecule of C3H3Cl2NO in a non-equilibrium geometry, with properties calculated with ωB97M-V/def2-TZVPD.

Values from the calculation:
E_HOMO: -9.7 eV
orbital gap: 9.1 eV
E_LUMO: -0.59 eV
relative energy (zero: lowest compared OMol25 entry of this formula, charge and spin): 3.423 eV

```
! RIJCOSX wB97M-V def2-TZVPD def2/J DEFGRID3
* xyz 0 1
C -0.175 -0.788 -0.484
C 1.005 -0.734 0.107
C 1.935 0.463 -0.170
N 2.900 0.381 0.888
O 2.654 1.116 1.842
Cl 1.814 -1.888 1.034
Cl 2.791 0.429 -1.637
H -0.845 -1.565 -0.107
H -0.495 0.139 -0.969
H 1.412 1.405 -0.104
*
```

Results of the natural (NBO) charge analysis, in e, for atoms 1 through 8: C -0.388; C -0.060; C -0.231; N 0.140; O -0.267; Cl 0.088; Cl 0.038; H 0.228

Record 4
Below is a cluster of 2 separate species, C20H19N2 in total in a non-equilibrium geometry, with properties calculated with ωB97M-V/def2-TZVPD.

Values from the calculation:
E_HOMO: -9.9 eV
orbital gap: 4.7 eV
E_LUMO: -5.15 eV
relative energy (zero: lowest compared OMol25 entry of this formula, charge and spin): 0.064 eV

```
! RIJCOSX wB97M-V def2-TZVPD def2/J DEFGRID3
* xyz 1 1
N -1.108 2.900 -0.077
C -2.469 2.922 -0.063
C -3.176 4.153 -0.061
C -4.570 4.156 -0.061
C -5.279 2.945 -0.061
C -4.585 1.726 -0.061
C -3.195 1.712 -0.062
H -0.568 2.045 -0.067
H -0.588 3.764 -0.060
H -2.617 5.089 -0.061
H -5.112 5.103 -0.061
H -6.370 2.947 -0.061
H -5.127 0.781 -0.061
H -2.640 0.772 -0.063
C 3.832 -2.535 0.934
N 2.621 -1.922 0.376
C 1.481 -1.991 1.154
C 1.493 -2.614 2.413
C 0.335 -2.675 3.187
C -0.869 -2.112 2.714
C -0.907 -1.493 1.475
C 0.259 -1.401 0.671
C 0.265 -0.744 -0.562
C 1.412 -0.723 -1.359
C 2.633 -1.318 -0.869
C 3.788 -1.246 -1.674
C 3.752 -0.626 -2.924
C 2.556 -0.059 -3.409
C 1.406 -0.113 -2.640
H 4.668 -2.432 0.251
H 4.102 -2.057 1.882
H 3.672 -3.603 1.122
H 2.412 -3.059 2.799
H 0.362 -3.163 4.162
H -1.770 -2.168 3.328
H -1.828 -1.058 1.082
H -0.674 -0.380 -0.976
H 4.737 -1.671 -1.346
H 4.659 -0.584 -3.527
H 2.541 0.421 -4.389
H 0.465 0.314 -2.993
*
```

Results of the natural (NBO) charge analysis, in e, for atoms 1 through 8: N -0.812; C 0.189; C -0.281; C -0.167; C -0.263; C -0.178; C -0.295; H 0.375

Record 5
Below is a cluster of 2 separate species, C5H13PS in total in a non-equilibrium geometry, with properties calculated with ωB97M-V/def2-TZVPD.

Values from the calculation:
E_HOMO (alpha / beta): -7.1 / -7.3 eV
orbital gap (alpha / beta): 7.6 / 7.2 eV
E_LUMO (alpha / beta): 0.50 / -0.13 eV
relative energy (zero: lowest compared OMol25 entry of this formula, charge and spin): 5.446 eV

```
! RIJCOSX wB97M-V def2-TZVPD def2/J DEFGRID3
* xyz 0 1
C 0.675 -2.419 -1.299
C 0.433 2.481 -1.329
C -0.869 -0.757 2.225
C 0.091 1.738 -0.128
C -0.056 -1.671 1.301
P -0.090 -1.083 -0.567
S -2.045 -0.971 -1.251
H 1.341 -3.014 -0.737
H 0.505 -2.712 -2.305
H -0.362 2.230 -2.119
H 0.358 3.539 -1.233
H 1.324 2.188 -1.838
H -0.447 -1.328 3.138
H -0.655 0.266 2.213
H -1.854 -0.938 2.241
H -0.934 1.710 0.202
H 0.910 1.646 0.544
H -0.555 -2.682 1.385
H 1.066 -1.625 1.437
H -2.167 0.445 -1.023
*
```

Results of the natural (NBO) charge analysis, in e, for atoms 1 through 8: C -0.901; C -0.684; C -0.613; C -0.366; C -0.649; P 0.847; S -0.300; H 0.215

Record 6
Below is a structure of composition C40H33FN6O2ScSe, with properties calculated with ωB97M-V/def2-TZVPD.

Values from the calculation:
E_HOMO: -10.1 eV
orbital gap: 6.8 eV
E_LUMO: -3.39 eV
relative energy (zero: lowest compared OMol25 entry of this formula, charge and spin): 0.743 eV

```
! RIJCOSX wB97M-V def2-TZVPD def2/J DEFGRID3
* xyz 1 1
Sc 0.645 0.014 -0.049
C -0.024 0.295 3.732
C -0.455 -1.173 3.749
C 0.724 -2.105 3.471
C -1.699 -1.401 2.907
C -2.925 -1.356 3.575
C -4.126 -1.500 2.907
C -4.125 -1.720 1.537
C -2.932 -1.778 0.830
C -2.929 -1.970 -0.679
C -4.144 -2.738 -1.200
C -2.819 -0.631 -1.414
C -1.718 -1.590 1.521
N -0.517 -1.600 0.741
C -0.157 -2.914 0.428
C -0.641 -4.086 1.025
C -0.213 -5.333 0.594
C 0.695 -5.474 -0.448
C 1.179 -4.334 -1.078
C 0.727 -3.129 -0.611
F 1.147 -1.942 -1.227
H 0.810 0.450 4.417
H -0.842 0.954 4.031
H 0.329 0.605 2.741
H -0.780 -1.380 4.775
H 1.229 -1.859 2.536
H 0.412 -3.148 3.431
H 1.455 -2.005 4.274
H -2.927 -1.202 4.647
H -5.059 -1.463 3.451
H -5.065 -1.853 1.024
H -2.046 -2.564 -0.931
H -5.060 -2.152 -1.124
H -4.291 -3.671 -0.658
H -4.001 -2.978 -2.252
H -3.647 0.029 -1.150
H -2.842 -0.783 -2.494
H -1.887 -0.096 -1.171
H -1.356 -4.015 1.834
H -0.601 -6.213 1.084
H 1.022 -6.450 -0.768
H 1.873 -4.373 -1.904
O 4.424 0.083 1.380
C 3.472 0.092 0.651
O 2.206 0.119 1.032
C 3.619 0.036 -0.857
C 4.896 -0.009 -1.446
C 4.976 -0.091 -2.806
C 3.793 -0.134 -3.580
C 3.802 -0.228 -4.993
C 2.630 -0.259 -5.690
C 1.392 -0.195 -5.009
C 1.352 -0.105 -3.649
C 2.554 -0.080 -2.905
N 2.501 0.019 -1.545
H 5.761 0.014 -0.802
H 5.936 -0.129 -3.305
H 4.752 -0.274 -5.507
H 2.641 -0.333 -6.767
H 0.472 -0.221 -5.576
H 0.399 -0.064 -3.126
Se -0.745 7.945 1.547
N 0.468 7.142 0.527
C 0.180 5.863 0.511
C 0.939 4.868 -0.233
C 2.020 5.234 -1.030
C 2.670 4.251 -1.735
C 2.236 2.936 -1.603
N 1.219 2.554 -0.834
C 0.567 3.521 -0.162
C -0.599 3.113 0.631
N -0.916 1.799 0.650
C -2.047 1.455 1.265
C -2.881 2.348 1.932
C -2.526 3.672 1.970
C -1.370 4.068 1.297
C -0.966 5.467 1.264
N -1.604 6.427 1.890
H 2.310 6.274 -1.083
H 3.505 4.472 -2.383
H 2.749 2.172 -2.161
H -2.317 0.413 1.242
H -3.773 1.974 2.410
H -3.116 4.418 2.484
*
```

Results of the Löwdin charge analysis, in e, for atoms 1 through 8: Sc 1.181; C -0.045; C -0.347; C -0.046; C -0.146; C -0.027; C -0.060; C -0.024

Record 7
Below is a structure of composition C14H36AlF6N8O9P2S2 in a non-equilibrium geometry, with properties calculated with ωB97M-V/def2-TZVPD.

Values from the calculation:
E_HOMO: -10.6 eV
orbital gap: 1.8 eV
E_LUMO: -8.85 eV
relative energy (zero: lowest compared OMol25 entry of this formula, charge and spin): 1.478 eV

```
! RIJCOSX wB97M-V def2-TZVPD def2/J DEFGRID3
* xyz 1 1
Al 0.499 -0.221 -0.086
N 1.318 -3.485 -1.145
O 1.932 -2.923 -0.291
O 1.466 -4.673 -1.392
O 0.425 -2.744 -1.551
C 1.537 -0.916 -4.959
F 1.505 -2.134 -4.436
F 2.803 -0.740 -5.393
F 0.780 -0.837 -6.043
S 0.964 0.502 -3.683
O 1.001 1.770 -4.476
O -0.313 0.197 -3.179
N 2.066 0.341 -2.372
S 3.346 1.091 -2.840
O 3.522 1.563 -4.188
O 3.691 2.121 -1.901
C 4.659 -0.396 -2.590
F 4.708 -0.628 -1.224
F 4.176 -1.429 -3.260
F 5.868 -0.052 -2.982
O -0.826 2.256 -0.851
P -1.085 3.664 -1.125
N 0.312 4.695 -0.964
C 0.288 6.199 -0.875
C 1.589 4.183 -1.450
N -2.190 4.442 -0.046
C -3.547 4.067 -0.165
C -1.789 4.637 1.354
N -1.735 4.056 -2.678
C -1.508 3.204 -3.854
C -2.319 5.368 -3.047
H 1.026 6.648 -0.209
H -0.712 6.589 -0.688
H 0.453 6.603 -1.874
H 2.405 4.811 -1.094
H 1.627 4.240 -2.538
H 1.737 3.188 -1.030
H -3.916 4.186 -1.183
H -3.659 3.078 0.279
H -4.075 4.754 0.497
H -2.187 5.564 1.767
H -2.133 3.797 1.958
H -0.712 4.799 1.359
H -2.325 3.264 -4.572
H -0.622 3.569 -4.375
H -1.327 2.171 -3.557
H -2.700 5.906 -2.179
H -3.126 5.166 -3.751
H -1.485 5.956 -3.430
O -0.034 -2.307 1.787
P -0.280 -3.362 2.794
N -0.939 -4.872 2.207
C -1.557 -5.858 3.077
C -0.756 -5.264 0.785
N -1.313 -2.923 4.040
C -2.762 -2.884 3.882
C -0.807 -1.985 5.051
N 1.118 -3.979 3.559
C 1.068 -5.041 4.623
C 2.343 -3.834 2.908
H -1.845 -5.539 4.079
H -0.738 -6.569 3.185
H -2.455 -6.325 2.674
H -1.660 -5.732 0.396
H 0.168 -5.822 0.636
H -0.585 -4.428 0.107
H -3.145 -3.176 4.860
H -3.135 -1.866 3.777
H -3.141 -3.517 3.080
H 0.222 -2.200 5.340
H -0.772 -0.973 4.649
H -1.489 -1.921 5.899
H 0.081 -5.173 5.066
H 1.448 -5.999 4.267
H 1.608 -4.667 5.493
H 3.179 -3.896 3.605
H 2.371 -2.851 2.438
H 2.394 -4.501 2.047
*
```

Results of the Löwdin charge analysis, in e, for atoms 1 through 8: Al 1.129; N -0.617; O 0.023; O 0.108; O 0.020; C -0.608; F 0.150; F 0.118

Record 8
Below is an isolated molecule of C5H6O2, with properties calculated with ωB97M-V/def2-TZVPD.

Values from the calculation:
E_HOMO: -9.7 eV
orbital gap: 10.6 eV
E_LUMO: 0.84 eV
relative energy (zero: lowest compared OMol25 entry of this formula, charge and spin): 1.622 eV

```
! RIJCOSX wB97M-V def2-TZVPD def2/J DEFGRID3
* xyz 0 1
O 1.071 1.732 1.229
C 0.707 0.908 0.429
C 1.590 -0.179 -0.187
O 0.727 -1.103 -0.821
C -0.605 -0.670 -0.693
C -1.326 -0.454 0.625
C -0.683 0.698 -0.121
H 2.203 -0.695 0.557
H 2.268 0.308 -0.908
H -1.205 -0.993 -1.537
H -0.938 -0.670 1.620
H -2.411 -0.533 0.577
H -1.224 1.522 -0.569
*
```

Results of the natural (NBO) charge analysis, in e, for atoms 1 through 8: O -0.511; C 0.578; C -0.184; O -0.499; C 0.101; C -0.432; C -0.383; H 0.210